# 1
{
  "formula": "C5H12OS2",
  "method": "ωB97M-V/def2-TZVPD",
  "de_lowest_kj_mol": 133.8,
  "largest_force_ev_per_a": 5.51,
  "total_charge": -1,
  "homo_lumo_gap_ev": [6.50, 4.29],
  "lumo_ha": [0.123, 0.053],
  "multiplicity": 2,
  "elements": ["S", "S", "O", "C", "C", "C", "C", "C", "H", "H", "H", "H", "H", "H", "H", "H", "H", "H", "H", "H"],
  "coordinates": [[-3.205576, -0.335798, 1.675934], [-0.070543, 0.964565, -1.772653], [2.341064, -1.193371, 1.727162], [0.740538, -0.074912, -0.515957], [-2.801771, 0.380017, 0.106911], [-2.769918, -0.697251, -0.974920], [1.928933, 0.744991, 0.046889], [2.945192, -0.057511, 0.864743], [3.363258, -0.657146, 0.050689], [0.204057, -0.316172, 0.411634], [-2.785952, -0.236858, -1.961412], [-1.834159, -1.225891, -0.824446], [2.430469, 1.255796, -0.772103], [-1.818320, 0.887024, 0.082937], [3.785387, 0.486810, 1.300533], [2.236027, -0.234619, 2.029012], [1.005674, -1.032953, -0.966198], [-3.470085, 1.205291, -0.150811], [-3.625139, -1.377704, -0.976127], [1.400861, 1.515698, 0.618180]],
  "forces_ev_per_angstrom": [[0.215, 0.325, 0.275], [-0.220, -0.008, 0.285], [0.836, 4.048, 0.004], [0.694, 0.461, 0.158], [-0.566, -0.154, -0.565], [-0.146, 0.293, -0.267], [-0.869, 0.014, 0.741], [1.199, -2.502, -4.757], [0.677, 0.114, 0.127], [-0.729, -0.086, -0.421], [0.426, 0.091, -0.012], [-0.068, -0.356, -0.359], [0.293, -0.023, 0.033], [0.221, -0.209, 0.171], [-0.298, 0.015, 0.628], [-2.135, -2.120, 3.063], [0.397, 0.007, 0.083], [-0.262, -0.095, 0.172], [0.001, -0.049, 0.510], [0.334, 0.235, 0.131]],
  "lowdin_spin": [0.745, 0.105, 0.000, 0.006, 0.092, 0.011, 0.002, 0.000, 0.000, 0.001, 0.003, 0.000, 0.001, 0.026, 0.000, 0.000, 0.000, 0.008, 0.001, 0.000]
}

***

# 2
{
  "formula": "C5H12OS2",
  "method": "ωB97M-V/def2-TZVPD",
  "de_lowest_kj_mol": 111.8,
  "largest_force_ev_per_a": 0.42,
  "total_charge": 0,
  "homo_lumo_gap_ev": 8.44,
  "smiles": "C/C=C/O.CSSC",
  "lumo_ha": 0.016,
  "multiplicity": 1,
  "elements": ["S", "S", "O", "C", "C", "C", "C", "C", "H", "H", "H", "H", "H", "H", "H", "H", "H", "H", "H", "H"],
  "coordinates": [[-2.343816, -0.142516, 2.414353], [-1.441201, 0.490401, 0.635303], [1.819082, -2.342233, -0.719082], [2.451057, -0.197163, -1.518667], [-2.258644, 2.087937, 0.452522], [2.080367, 1.191686, -1.953269], [-1.511400, -1.742419, 2.470336], [1.538190, -1.074310, -1.145228], [-0.449066, -1.627819, 2.674590], [-1.994742, -2.299817, 3.271394], [-1.643059, -2.258433, 1.522660], [3.508339, -0.416845, -1.439685], [0.501935, -0.775216, -1.105304], [-1.541596, 2.775580, 0.005661], [0.994628, -2.827201, -0.620140], [2.701046, 1.938040, -1.446810], [1.035699, 1.412217, -1.731789], [-2.526723, 2.474283, 1.433475], [-3.138826, 2.015243, -0.176136], [2.218731, 1.318584, -3.024182]],
  "forces_ev_per_angstrom": [[0.006, 0.009, -0.182], [0.105, -0.017, 0.109], [0.033, -0.114, 0.018], [0.148, 0.345, 0.192], [0.069, 0.080, 0.054], [0.059, -0.022, 0.177], [-0.020, 0.155, 0.017], [-0.001, 0.116, 0.084], [0.005, 0.014, 0.072], [0.085, -0.063, -0.046], [-0.110, -0.120, -0.001], [0.019, -0.279, -0.175], [-0.288, -0.121, -0.122], [-0.021, -0.053, -0.024], [0.089, 0.038, 0.018], [-0.104, -0.051, -0.066], [-0.036, -0.005, 0.025], [-0.004, 0.034, 0.010], [-0.123, -0.021, 0.002], [0.088, 0.075, -0.162]],
  "mulliken_charge": [-0.134, 0.107, -0.503, -0.078, -0.964, -0.870, -0.836, -0.002, 0.309, 0.318, 0.252, 0.329, 0.056, 0.303, 0.334, 0.293, 0.161, 0.345, 0.303, 0.277]
}

***

# 3
{
  "formula": "C5H12OS2",
  "method": "ωB97M-V/def2-TZVPD",
  "de_lowest_kj_mol": 35.4,
  "largest_force_ev_per_a": 1.53,
  "total_charge": 1,
  "homo_lumo_gap_ev": [7.82, 3.70],
  "lumo_ha": [-0.163, -0.310],
  "multiplicity": 2,
  "elements": ["S", "S", "O", "C", "C", "C", "C", "C", "H", "H", "H", "H", "H", "H", "H", "H", "H", "H", "H", "H"],
  "coordinates": [[1.179646, 0.805238, -0.524960], [-0.403074, 2.106795, -0.462896], [-1.318926, -0.966401, 0.632348], [1.426879, 0.344766, 1.210221], [0.316640, 3.598715, 0.303929], [-0.272399, -3.031173, 0.209513], [-0.830785, -1.890592, -0.244719], [-0.927684, -1.565372, -1.717404], [-0.709673, -2.461392, -2.299263], [0.490753, -0.081074, 1.566111], [-0.412467, -3.294460, 1.255411], [1.779069, 1.210196, 1.781074], [-0.056278, -3.855608, -0.456973], [1.392927, 3.619497, 0.150783], [-0.178681, -0.790678, -2.004965], [-1.891977, -1.152940, -2.013715], [-0.158454, 4.466299, -0.174451], [0.094715, 3.595998, 1.367921], [2.201785, -0.426250, 1.260038], [-1.722011, -0.231563, 0.161996]],
  "forces_ev_per_angstrom": [[-0.979, -0.005, 0.578], [1.340, -0.151, -0.687], [-0.020, 0.233, 0.363], [0.808, 0.461, 0.099], [-0.203, -0.025, 0.662], [-1.415, 0.529, 0.208], [0.677, -1.181, -0.703], [0.665, 0.525, 0.004], [-0.114, 0.173, -0.011], [-0.170, 0.170, -0.051], [0.420, 0.208, -0.035], [-0.270, -0.133, 0.048], [0.304, 0.329, -0.118], [-0.098, -0.014, -0.155], [-0.462, -0.606, 0.075], [-0.227, -0.213, 0.128], [0.063, -0.393, 0.015], [-0.026, 0.123, 0.036], [-0.037, 0.135, -0.364], [-0.254, -0.165, -0.092]],
  "lowdin_spin": [0.486, 0.312, 0.005, 0.063, 0.052, 0.018, 0.012, 0.009, 0.000, 0.012, 0.001, 0.010, 0.001, 0.001, 0.004, 0.000, 0.009, 0.004, 0.000, 0.002]
}

***

# 4
{
  "formula": "C5H12S",
  "method": "ωB97M-V/def2-TZVPD",
  "de_lowest_kj_mol": 93.1,
  "largest_force_ev_per_a": 2.67,
  "total_charge": 0,
  "homo_lumo_gap_ev": 9.62,
  "smiles": "CCCCSC",
  "lumo_ha": 0.040,
  "multiplicity": 1,
  "elements": ["S", "C", "C", "C", "C", "C", "H", "H", "H", "H", "H", "H", "H", "H", "H", "H", "H", "H"],
  "coordinates": [[0.394058, -1.597063, 0.136704], [-0.602171, 1.535654, 0.890704], [-2.011638, 0.994325, 1.340782], [1.651347, -2.614509, -0.639931], [0.808125, -0.013013, -0.683662], [-0.298127, 0.997574, -0.594792], [-1.252968, 0.528699, -1.030959], [0.937679, -0.018578, -1.869288], [-2.441324, 1.684891, 2.057925], [2.565606, -1.984764, -0.628806], [1.493485, -2.829342, -1.698639], [-1.893655, 0.012335, 1.736656], [-2.541284, 0.956134, 0.391574], [1.723093, 0.371124, -0.230613], [-0.605606, 2.595860, 0.730032], [0.155233, 1.167057, 1.613662], [-0.050735, 1.775158, -1.425703], [1.968882, -3.561542, -0.095647]],
  "forces_ev_per_angstrom": [[-0.264, 0.093, -0.495], [-0.458, -1.571, -1.562], [1.596, 1.466, -1.117], [2.073, -0.300, 0.246], [0.220, -0.022, -2.480], [-1.332, 0.504, -0.383], [1.273, 0.486, 0.722], [0.259, -1.071, 2.438], [-0.362, -0.165, 0.085], [-0.290, -0.399, 0.028], [-0.459, -0.126, 0.173], [-0.141, -0.737, 0.365], [-0.800, -0.026, 0.473], [0.090, -0.006, -0.161], [0.025, 0.679, 0.786], [-0.130, 0.626, -0.610], [-0.339, -0.636, 1.966], [-0.961, 1.205, -0.474]],
  "mulliken_charge": [-0.070, -0.443, -1.049, -0.812, -0.633, -0.698, 0.270, 0.306, 0.341, 0.242, 0.282, 0.264, 0.318, 0.380, 0.336, 0.338, 0.328, 0.299]
}

***

# 5
{
  "formula": "C5H12S3",
  "method": "ωB97M-V/def2-TZVPD",
  "de_lowest_kj_mol": 310.3,
  "largest_force_ev_per_a": 4.59,
  "total_charge": 0,
  "homo_lumo_gap_ev": 8.58,
  "lumo_ha": 0.021,
  "multiplicity": 1,
  "elements": ["S", "S", "S", "C", "C", "C", "C", "C", "H", "H", "H", "H", "H", "H", "H", "H", "H", "H", "H", "H"],
  "coordinates": [[-2.274127, -1.850874, -0.864144], [1.735418, -0.251924, -0.876068], [1.023933, 1.903593, 2.106498], [0.255634, 0.148405, 0.116208], [0.079605, 1.509272, 0.533912], [0.281864, 2.723026, -0.481742], [-0.084630, -0.726415, 1.241706], [-1.474697, -0.242812, -1.187547], [-2.119195, 0.603368, -0.916932], [-0.962651, 1.528232, 0.962244], [0.368126, -0.423014, 2.221727], [1.205312, 2.906082, -1.080309], [0.066198, -1.818876, 1.158407], [-0.420450, 2.753434, -1.322722], [-1.122288, -0.573863, 1.363245], [0.093499, 3.517268, 0.298331], [-1.025734, -0.220512, -2.163803], [-1.284843, -2.630337, -1.213261], [2.080349, -1.498606, -0.713610], [1.748550, 2.939491, 1.623910]],
  "forces_ev_per_angstrom": [[-0.462, 1.690, 0.292], [-0.221, 2.332, -0.411], [0.522, 0.390, -0.348], [-1.070, -3.457, -2.822], [-0.249, 2.936, -0.315], [-0.600, 0.172, 1.219], [0.674, -1.527, 1.742], [1.955, -0.229, 2.070], [0.057, -0.481, -0.275], [0.810, 0.374, -0.866], [0.010, -0.259, -0.944], [0.092, -0.666, 1.407], [0.056, 0.620, -0.376], [-0.659, -0.182, 0.659], [-1.382, -0.163, 0.498], [0.197, 0.055, -1.758], [0.079, 0.267, -0.266], [0.822, -0.417, -0.358], [-0.459, -1.109, 0.779], [-0.171, -0.347, 0.073]],
  "mulliken_charge": [-0.188, -0.260, -0.198, 0.862, -0.269, -1.290, -1.476, -0.759, 0.338, 0.253, 0.359, 0.313, 0.317, 0.320, 0.482, 0.385, 0.412, 0.108, 0.146, 0.145]
}